{
  "formula": "C20H22AsDyF2NOS3",
  "method": "ωB97M-V/def2-TZVPD",
  "elements": ["Dy", "S", "C", "N", "C", "C", "C", "C", "C", "C", "S", "H", "H", "H", "H", "C", "As", "C", "C", "S", "H", "H", "H", "H", "H", "H", "H", "H", "H", "C", "C", "C", "C", "C", "C", "C", "C", "H", "H", "H", "H", "H", "F", "C", "F", "H", "C", "O", "H", "H", "H"],
  "coordinates": [[0.0508, -0.2896, -1.1325], [0.3446, 2.2683, -2.6245], [-1.2425, 2.3505, -2.0325], [-1.9486, 1.3028, -1.6659], [-3.2249, 1.6603, -1.2297], [-4.2454, 0.7913, -0.8463], [-5.4645, 1.3097, -0.4349], [-5.6955, 2.6861, -0.4060], [-4.7002, 3.5610, -0.8111], [-3.4809, 3.0390, -1.2230], [-2.0880, 3.8814, -1.8171], [-4.0695, -0.2750, -0.8801], [-6.2544, 0.6289, -0.1386], [-6.6534, 3.0710, -0.0785], [-4.8688, 4.6309, -0.8131], [-0.3110, -2.4560, 2.0592], [-1.9602, -1.8447, 1.2712], [-3.0293, -3.3653, 1.8858], [-3.0042, -0.5168, 2.1816], [-2.1141, -2.0461, -0.8321], [-0.4313, -2.5244, 3.1401], [0.5209, -1.8124, 1.8037], [-0.1665, -3.4472, 1.6369], [-3.1397, -3.3467, 2.9722], [-2.5462, -4.2918, 1.5803], [-4.0093, -3.3090, 1.4163], [-2.7693, -0.5536, 3.2449], [-4.0405, -0.8040, 2.0214], [-2.8035, 0.4651, 1.7714], [2.3845, 0.0405, -0.6617], [3.6049, 0.0881, -0.7141], [5.0391, 0.1901, -0.7481], [5.8096, -0.1097, 0.3805], [7.1923, 0.0004, 0.3496], [7.8396, 0.4101, -0.8099], [7.0857, 0.7079, -1.9386], [5.7032, 0.5999, -1.9093], [5.3027, -0.4296, 1.2815], [7.7694, -0.2356, 1.2356], [8.9190, 0.4969, -0.8336], [7.5794, 1.0284, -2.8479], [5.1130, 0.8335, -2.7853], [0.9099, -2.4736, -1.2852], [1.0756, -2.5375, -2.7928], [0.2430, -1.2529, -3.1045], [2.0668, -2.0671, -2.8468], [-0.0415, 0.8065, 2.0325], [-0.5590, 0.1583, 0.9088], [-0.4977, 0.4300, 2.9589], [-0.2357, 1.8837, 1.9933], [1.0415, 0.6681, 2.1178]],
  "mulliken_spin": [4.949, -0.003, 0.003, 0.003, 0.000, 0.001, 0.000, 0.000, 0.000, 0.001, 0.000, 0.000, 0.000, 0.000, 0.000, 0.000, -0.001, 0.001, 0.000, -0.005, 0.000, 0.001, 0.000, 0.000, 0.000, 0.000, 0.000, 0.000, 0.000, 0.071, -0.056, 0.000, 0.001, 0.000, 0.000, 0.000, 0.000, 0.000, 0.000, 0.000, 0.000, 0.000, 0.004, 0.003, 0.002, -0.001, 0.000, 0.026, 0.000, 0.000, 0.000],
  "multiplicity": 6,
  "relative_energy_ev": 0.000,
  "gap_ev": [7.37, 7.36],
  "homo_ev": [-4.8875, -4.8795],
  "charge": -1,
  "s2": 9.330
}